A single C19H22N2O6S molecule in a non-equilibrium geometry, computed with ωB97M-V/def2-TZVPD.

Computed properties:
E_HOMO = -7.993 eV
ΔE to the lowest compared entry with this formula, charge and spin = 221.6 kJ/mol
LUMO = -0.05 eV
molar mass = 406.46 Da
SMILES = COc1ccc(NC(=O)/C=C/c2ccc(C)o2)cc1S(=O)(=O)N1CCOCC1
HOMO-LUMO gap = 7.95 eV
total charge = 0

Geometry as XYZ:
```
50
C19H22N2O6S, DFT ωB97M-V/def2-TZVPD
C 0.35572 5.09352 -3.09173
O 0.50496 4.46040 -1.84002
C 0.27906 3.13501 -1.75060
C -0.06764 2.28699 -2.80218
C -0.23881 0.93201 -2.58899
C -0.05960 0.38113 -1.32178
N -0.19689 -0.97903 -1.05591
C -0.54188 -1.99648 -1.91592
O -0.80145 -1.82956 -3.09201
C -0.56650 -3.30991 -1.25997
C -0.89009 -4.41309 -1.95576
C -0.94244 -5.73468 -1.42352
C -1.26100 -6.92788 -2.03418
C -1.15387 -7.92365 -1.04521
C -0.77756 -7.28526 0.10642
C -0.50777 -7.80488 1.47108
O -0.64895 -5.96541 -0.11563
C 0.27719 1.22909 -0.26458
C 0.42475 2.57938 -0.47920
S 0.87966 3.69414 0.84998
O 2.28215 3.96911 0.76453
O -0.03780 4.79354 0.91641
N 0.64269 2.69127 2.20112
C 1.54430 2.96285 3.30554
C 1.34360 1.87470 4.36036
O 0.00578 1.83650 4.80335
C -0.88239 1.61395 3.73541
C -0.73582 2.68375 2.65040
H 0.57468 6.14394 -2.91107
H -0.66604 4.99478 -3.47093
H 1.06127 4.69494 -3.82747
H -0.20078 2.67472 -3.79916
H -0.50524 0.28551 -3.40886
H -0.00791 -1.23853 -0.09797
H -0.31824 -3.37411 -0.21072
H -1.13330 -4.31005 -3.00437
H -1.53524 -7.06072 -3.06063
H -1.32990 -8.97321 -1.16353
H 0.52141 -7.59475 1.76018
H -0.67310 -8.87738 1.49624
H -1.16274 -7.32362 2.19634
H 0.43261 0.84410 0.73107
H 2.55951 2.95758 2.91125
H 1.33408 3.94644 3.74926
H 1.95052 2.07530 5.24411
H 1.62345 0.89908 3.93460
H -1.88566 1.63404 4.16357
H -0.69245 0.62236 3.29456
H -1.37351 2.46077 1.79407
H -1.01686 3.66691 3.05133
```

A single C19H22N2O6S molecule in a non-equilibrium geometry, computed with ωB97M-V/def2-TZVPD.

Computed properties:
E_HOMO = -9.259 eV
ΔE to the lowest compared entry with this formula, charge and spin = 152.8 kJ/mol
LUMO = 0.52 eV
molar mass = 406.46 Da
SMILES = CCN(C(=O)COC(=O)c1c(-c2ccccc2)noc1C)[C@@H]1CCS(=O)(=O)C1
HOMO-LUMO gap = 9.78 eV
total charge = 0

Geometry as XYZ:
```
50
C19H22N2O6S, DFT ωB97M-V/def2-TZVPD
C -1.19916 0.33441 -0.08796
C -0.47798 0.43954 1.26369
N -0.04477 1.78861 1.59156
C 1.15123 2.32107 1.24619
O 1.48768 3.43908 1.59285
C 2.14114 1.47091 0.44878
O 1.67273 1.08233 -0.83194
C 1.68892 -0.23425 -1.13006
O 2.02558 -1.08263 -0.34174
C 1.22377 -0.45446 -2.49652
C 0.83770 -1.68146 -3.13877
C 0.85502 -3.05387 -2.64462
C -0.21303 -3.89193 -2.96122
C -0.22121 -5.20188 -2.52295
C 0.83871 -5.69089 -1.77612
C 1.91003 -4.86663 -1.47594
C 1.92370 -3.55245 -1.90662
N 0.39130 -1.42337 -4.34047
O 0.47497 -0.08528 -4.54150
C 0.95934 0.50786 -3.45344
C 1.12543 1.97776 -3.48088
C -0.85954 2.58844 2.50114
C -0.68604 2.06931 3.95732
C -1.97768 2.23667 4.72289
S -3.17245 1.70748 3.46143
O -3.04063 0.29225 3.24460
O -4.49080 2.22408 3.69245
C -2.33487 2.62167 2.12819
H -1.02904 -0.65089 -0.51535
H -2.27334 0.45916 0.02314
H -0.82856 1.08210 -0.78523
H 0.38970 -0.22302 1.26277
H -1.15734 0.09706 2.04676
H 3.02866 2.09527 0.30211
H 2.41954 0.57769 1.02313
H -1.02917 -3.49986 -3.54811
H -1.05485 -5.84432 -2.76499
H 0.83122 -6.71491 -1.43277
H 2.74197 -5.24870 -0.90334
H 2.76373 -2.91807 -1.67573
H 0.43788 2.44981 -2.78129
H 2.13486 2.24886 -3.18068
H 0.92556 2.34171 -4.48530
H -0.44044 3.59877 2.43517
H -0.44351 1.00560 3.92525
H 0.14582 2.59059 4.43091
H -2.04629 1.60509 5.60102
H -2.20814 3.26814 4.97011
H -2.74719 3.62503 2.16425
H -2.55016 2.17255 1.16786
```

2 unconnected molecules or ions with the total composition C19H22N3O4 in a non-equilibrium geometry, computed with ωB97M-V/def2-TZVPD.

Computed properties:
E_HOMO = -3.825 eV
LUMO = 2.38 eV
molar mass = 356.40 Da
HOMO-LUMO gap = 6.21 eV
total charge = -1

Geometry as XYZ:
```
48
C19H22N3O4, DFT ωB97M-V/def2-TZVPD
C 1.05665 1.53697 4.90742
N 0.69528 0.14981 4.68912
C 1.45114 -0.83579 5.44523
C -0.12813 -0.19804 3.65508
C 0.06447 -1.41345 2.94997
C -0.74990 -1.72420 1.87667
C -1.86406 -0.92637 1.52780
C -2.76451 -1.23450 0.44633
C -2.97705 -2.50575 -0.01178
C -3.73924 -2.76235 -1.17382
N -4.39288 -3.05122 -2.09875
C -2.46498 -3.68174 0.60707
N -2.07597 -4.71014 1.01809
C -2.05039 0.27459 2.25833
C -1.19747 0.65646 3.27166
H 0.43758 2.18225 4.27465
H 0.90352 1.79922 5.96284
H 2.11383 1.70700 4.64832
H 0.93995 -1.80750 5.44679
H 2.46977 -0.98373 5.05277
H 1.54855 -0.49114 6.48347
H 0.88958 -2.06891 3.23707
H -0.48890 -2.60190 1.29163
H -3.23992 -0.39548 -0.04124
H -2.87959 0.91800 1.98636
H -1.36308 1.58997 3.81874
H -6.05697 0.27926 -1.11673
C -5.02193 0.57464 -1.11081
C -4.22674 0.10239 -2.21055
O -3.01638 -0.10294 -2.26392
O -5.02711 -0.24231 -3.26915
C -4.31905 -0.83353 -4.37614
C -5.26057 -0.92835 -5.54567
C -4.62851 1.59524 -0.19761
O -3.48733 2.01991 0.01325
O -5.68961 2.08872 0.53335
C -5.31241 3.10703 1.48401
C -6.53227 3.85931 1.95371
H -3.46066 -0.20346 -4.63387
H -3.95708 -1.83221 -4.09723
H -4.74571 -1.45397 -6.35282
H -6.16892 -1.48217 -5.29071
H -5.53506 0.07375 -5.88881
H -4.81673 2.65062 2.35842
H -4.60861 3.80219 1.01634
H -6.25254 4.46398 2.82252
H -6.90206 4.53450 1.17525
H -7.34522 3.18991 2.25282
```

A gas-phase ion, C19H22N3O4 (charge +1) in a non-equilibrium geometry, computed with ωB97M-V/def2-TZVPD.

Computed properties:
E_HOMO = -11.538 eV
LUMO = -3.46 eV
molar mass = 356.40 Da
SMILES = C=CCOc1ccc(C[N@@H+](C)CC(=O)Nc2ccccc2[N+](=O)[O-])cc1
HOMO-LUMO gap = 8.08 eV
total charge = +1

Geometry as XYZ:
```
48
C19H22N3O4, DFT ωB97M-V/def2-TZVPD
C 3.13966 -0.03358 5.70690
C 3.58777 0.49407 4.58399
C 2.84616 1.52280 3.78024
O 3.03056 1.37790 2.37838
C 2.54460 0.29894 1.74589
C 1.78966 -0.71502 2.33550
C 1.33261 -1.77084 1.56870
C 1.62335 -1.85407 0.21370
C 1.12079 -2.99786 -0.62067
N 0.11814 -2.52358 -1.61824
C -0.29842 -3.59043 -2.53789
C -1.01823 -1.80235 -1.02022
C -1.06494 -0.43418 -1.74148
O -0.16476 -0.19019 -2.52736
N -2.10611 0.32215 -1.40177
C -2.45672 1.59811 -1.85488
C -1.67801 2.29706 -2.77296
C -2.05497 3.55424 -3.20973
C -3.21933 4.14624 -2.74078
C -4.00285 3.47183 -1.82874
C -3.63838 2.20279 -1.37624
N -4.51881 1.58268 -0.42607
O -5.50342 2.18101 -0.08324
O -4.22941 0.46423 0.00034
C 2.38265 -0.84218 -0.37419
C 2.83002 0.21911 0.37551
H 3.71976 -0.74335 6.26933
H 2.18123 0.23613 6.12071
H 4.55385 0.22240 4.18131
H 1.77808 1.53083 4.03163
H 3.25885 2.51529 3.99228
H 1.56854 -0.69713 3.38934
H 0.75837 -2.55225 2.04616
H 1.94279 -3.45590 -1.17592
H 0.65152 -3.76072 0.00456
H 0.56008 -1.74468 -2.19186
H -0.97498 -3.19134 -3.29132
H 0.57145 -4.00792 -3.04144
H -0.79919 -4.38536 -1.98634
H -0.83948 -1.63321 0.04469
H -1.95295 -2.34895 -1.14627
H -2.79335 -0.03002 -0.71485
H -0.77256 1.84615 -3.14322
H -1.43343 4.07324 -3.92223
H -3.51220 5.12507 -3.08369
H -4.91298 3.90835 -1.44572
H 2.63546 -0.88998 -1.42361
H 3.41955 1.00443 -0.06829
```

A molecular structure, C19H22N5O6SeV in a non-equilibrium geometry, computed with ωB97M-V/def2-TZVPD.

Computed properties:
E_HOMO (spin up / spin down) = -14.097 / -14.098 eV
ΔE to the lowest compared entry with this formula, charge and spin = 113.4 kJ/mol
spin multiplicity = 3
LUMO (spin up / spin down) = -8.06 / -8.08 eV
molar mass = 546.32 Da
HOMO-LUMO gap (spin up / spin down) = 6.04 / 6.02 eV
total charge = +2

Geometry as XYZ:
```
54
C19H22N5O6SeV, DFT ωB97M-V/def2-TZVPD
V 0.09494 -2.24171 -0.35638
O 1.54239 -5.38767 -2.71102
C 1.37216 -4.17092 -2.29047
O 0.39660 -3.83618 -1.61337
C 2.44472 -3.22510 -2.76277
O 2.25379 -1.93310 -2.24634
C 3.28899 -1.45598 -1.39804
C 3.03127 -1.73852 0.07319
O 3.80122 -1.61841 0.95800
O 1.72268 -2.12339 0.32477
H 0.82180 -5.97374 -2.41539
H 2.37669 -3.20713 -3.85585
H 3.41876 -3.65495 -2.51407
H 3.34255 -0.37354 -1.52644
H 4.26416 -1.86232 -1.67055
Se -3.89927 -3.07484 -1.43174
N -4.15204 -1.75889 -2.57977
C -3.02650 -1.07192 -2.67310
C -2.74678 0.06024 -3.49897
C -1.49337 0.58887 -3.43201
C -0.50280 0.03409 -2.56476
N -0.72777 -0.99523 -1.78583
C -1.97910 -1.54941 -1.84566
N -2.20583 -2.60387 -1.09109
H -3.51261 0.46212 -4.14895
H -1.21387 1.44076 -4.03491
H 0.48950 0.46791 -2.53678
C 0.10009 3.13294 -0.20894
C -0.89723 3.04801 0.93860
N -0.26909 2.98424 2.24910
C 0.37406 4.20916 2.75950
C 1.88849 4.10569 2.79303
C -0.35885 1.95175 3.11398
O 0.01208 1.99965 4.27149
C -0.92341 0.62167 2.65989
C -1.80287 -0.03549 3.51675
C -2.23289 -1.31414 3.20437
C -1.74175 -1.92183 2.06605
N -0.86858 -1.31025 1.25319
C -0.47473 -0.05852 1.54531
H -0.42532 3.15199 -1.16607
H 0.80586 2.29789 -0.20150
H 0.69246 4.04564 -0.14883
H -1.57123 2.19886 0.82249
H -1.53705 3.93401 0.92075
H -0.01797 4.39842 3.75845
H 0.04614 5.02567 2.11556
H 2.20577 3.30354 3.45717
H 2.31530 5.03629 3.16594
H 2.30105 3.92526 1.79917
H -2.11994 0.45953 4.42541
H -2.92056 -1.84981 3.84243
H -2.03030 -2.92992 1.79804
H 0.24820 0.39260 0.87696
```